DFT (ωB97M-V/def2-TZVPD) results for a molecular structure, C8H13MnN2 at a distorted geometry.

Structure (XYZ):
```
24
Properties=species:S:1:pos:R:3
C 0.21 1.37 -2.69
Mn -0.03 0.02 -0.09
N -0.40 -1.23 1.65
H 0.73 -1.30 -0.67
H 0.45 -1.30 2.20
H -0.35 0.59 -2.13
H 0.58 0.98 -3.64
H 1.05 1.70 -2.12
H -0.47 2.18 -2.94
H -1.15 -0.90 2.25
H -0.63 -2.16 1.32
N 0.70 1.66 0.88
C 0.89 2.21 1.88
C 1.01 2.61 3.22
C 0.98 1.60 4.21
C 1.04 1.96 5.56
C 1.13 3.30 5.93
C 1.16 4.31 4.95
C 1.10 3.97 3.59
H 0.90 0.56 3.92
H 1.01 1.17 6.32
H 1.17 3.57 6.99
H 1.23 5.35 5.24
H 1.11 4.74 2.82
```

Its charge is +1. As for the expectation value of S²: 3.83. The value obtained for the electronic energy is -1572.831363 a.u. The value obtained for the energy above the lowest of the compared OMol25 structures with the same formula, charge and spin is 0.00 kJ/mol. The calculation puts the max |F| at 2.36 eV Å⁻¹. The lowest unoccupied orbital energy (spin up / spin down) is -3.963 / -3.827 eV. Its spin multiplicity is 4.